P.
The following is a DFT calculation (ωB97M-V/def2-TZVPD) of a structure of composition C36H104N16O12.

E_LUMO = 0.10 eV
HOMO-LUMO gap = 7.98 eV
charge = 0

Each line ends with the Löwdin charge.
Element x y z (Å)
C  -10.683  15.785  11.412  -0.051
C  -10.285  15.687  12.908  -0.389
C  -11.637  15.765  13.698  -0.165
O  -12.067  17.104  13.540  -0.318
C  -13.374  17.337  13.016  -0.084
N  -9.544  14.445  13.102  0.034
H  -11.610  15.216  11.268  0.080
H  -9.962  15.288  10.765  0.075
H  -10.990  16.772  11.062  0.072
H  -9.822  16.627  13.200  0.123
H  -11.453  15.468  14.735  0.105
H  -12.375  15.089  13.261  0.122
H  -13.230  17.469  11.940  0.117
H  -13.653  18.314  13.411  0.046
H  -14.103  16.560  13.240  0.113
H  -9.932  13.667  12.584  0.073
H  -8.609  14.559  12.728  0.071
C  -17.518  24.341  16.288  -0.056
C  -16.583  23.170  16.580  -0.386
C  -15.110  23.575  16.649  -0.196
O  -14.308  22.411  16.543  -0.190
C  -12.931  22.696  16.659  -0.106
N  -17.048  22.662  17.925  0.035
H  -17.254  24.896  15.387  0.071
H  -17.784  24.958  17.148  0.080
H  -18.519  23.966  16.042  0.076
H  -16.785  22.379  15.857  0.108
H  -14.847  24.138  17.550  0.137
H  -14.898  24.212  15.778  0.113
H  -12.529  22.745  17.675  0.099
H  -12.695  23.627  16.134  0.043
H  -12.365  21.909  16.156  0.075
H  -16.220  22.409  18.462  0.067
H  -17.370  23.496  18.404  0.057
C  -13.964  18.306  16.364  -0.072
C  -14.046  16.885  16.836  -0.369
C  -12.731  16.353  17.397  -0.214
O  -12.861  14.970  17.713  -0.203
C  -11.700  14.392  18.297  -0.090
N  -15.036  16.767  17.974  0.036
H  -13.968  18.999  17.219  0.089
H  -14.776  18.749  15.787  0.027
H  -13.045  18.614  15.856  0.079
H  -14.365  16.229  16.024  0.145
H  -12.382  16.961  18.238  0.134
H  -11.957  16.363  16.618  0.099
H  -11.768  13.310  18.270  0.090
H  -11.584  14.734  19.328  0.087
H  -10.830  14.734  17.729  0.083
H  -14.618  17.307  18.734  0.086
H  -14.849  15.817  18.298  0.080
C  -15.877  25.244  12.691  -0.042
C  -14.938  25.582  11.540  -0.416
C  -14.095  26.848  11.748  -0.195
O  -14.890  27.914  12.222  -0.186
C  -15.772  28.450  11.241  -0.098
N  -14.178  24.444  10.993  0.044
H  -16.239  24.214  12.641  0.052
H  -16.781  25.845  12.745  0.082
H  -15.262  25.206  13.598  0.071
H  -15.571  25.866  10.689  0.113
H  -13.537  27.198  10.875  0.128
H  -13.357  26.592  12.518  0.106
H  -15.197  28.794  10.373  0.089
H  -16.194  29.374  11.629  0.088
H  -16.529  27.750  10.901  0.072
H  -14.783  23.629  11.089  0.049
H  -13.321  24.214  11.494  0.039
C  -16.962  19.165  9.129  -0.049
C  -17.793  20.139  8.294  -0.437
C  -17.436  20.123  6.819  -0.212
O  -16.047  20.394  6.681  -0.241
C  -15.648  20.170  5.314  -0.060
N  -19.207  19.868  8.509  0.038
H  -17.278  19.164  10.172  0.045
H  -15.890  19.336  9.043  0.071
H  -17.167  18.140  8.800  0.085
H  -17.653  21.166  8.649  0.127
H  -18.032  20.865  6.276  0.128
H  -17.720  19.144  6.414  0.125
H  -15.996  19.202  4.950  0.085
H  -14.571  20.300  5.257  0.090
H  -16.190  20.961  4.784  0.093
H  -19.806  20.553  8.065  0.078
H  -19.511  18.956  8.190  0.084
C  -10.331  22.797  14.376  -0.108
C  -11.242  23.797  13.716  -0.387
C  -10.650  25.221  13.671  -0.201
O  -10.180  25.666  14.917  -0.173
C  -11.192  26.145  15.774  -0.096
N  -11.597  23.396  12.350  0.043
H  -9.272  22.894  14.131  0.113
H  -10.621  21.762  14.185  -0.035
H  -10.405  22.901  15.464  0.091
H  -12.185  23.770  14.273  0.107
H  -11.395  25.909  13.248  0.099
H  -9.828  25.379  12.967  0.130
H  -10.729  26.461  16.708  0.089
H  -11.970  25.403  15.968  0.059
H  -11.664  27.048  15.370  0.090
H  -10.857  23.646  11.705  0.089
H  -11.901  22.463  12.164  0.037
C  -15.728  19.713  13.765  -0.040
C  -15.084  20.932  13.114  -0.354
C  -13.546  20.705  13.215  -0.150
O  -13.169  19.510  12.549  -0.246
C  -11.836  19.138  12.751  -0.122
N  -15.359  21.010  11.658  0.065
H  -15.353  19.734  14.796  0.047
H  -15.402  18.803  13.270  0.082
H  -16.804  19.866  13.850  0.053
H  -15.311  21.898  13.570  0.123
H  -13.265  20.691  14.278  0.120
H  -12.879  21.466  12.810  0.090
H  -11.115  19.726  12.171  0.133
H  -11.732  18.101  12.423  0.056
H  -11.487  19.133  13.790  0.051
H  -14.992  20.139  11.273  0.062
H  -16.369  20.809  11.594  0.029
C  -18.920  22.168  13.459  -0.044
C  -19.236  21.700  12.031  -0.396
C  -18.817  22.725  10.987  -0.240
O  -19.425  23.935  11.286  -0.166
C  -19.357  24.902  10.266  -0.093
N  -18.625  20.389  11.753  0.063
H  -19.570  22.935  13.873  0.076
H  -17.897  22.561  13.499  0.058
H  -18.868  21.299  14.122  0.052
H  -20.323  21.595  11.920  0.146
H  -19.054  22.244  10.023  0.108
H  -17.721  22.802  10.922  0.119
H  -19.652  24.507  9.290  0.089
H  -18.310  25.215  10.176  0.078
H  -19.934  25.788  10.520  0.089
H  -18.972  20.330  10.796  0.043
H  -19.074  19.646  12.279  0.026
C  -9.545  20.068  15.017  -0.556
O  -9.710  21.006  14.244  -0.027
N  -10.016  18.809  14.806  0.169
N  -8.699  20.154  16.085  0.176
H  -10.575  18.669  13.979  0.011
H  -9.766  17.993  15.326  0.109
H  -8.495  19.400  16.710  0.094
H  -8.118  20.971  16.151  0.112
C  -13.342  22.811  7.615  -0.681
O  -12.985  22.613  6.448  -0.016
N  -13.041  23.940  8.311  0.138
N  -14.323  22.061  8.189  0.166
H  -13.497  24.241  9.172  0.038
H  -12.580  24.631  7.743  0.093
H  -14.739  21.302  7.668  0.059
H  -14.626  22.284  9.121  0.064
C  -18.130  18.874  17.134  -0.665
O  -18.898  17.898  17.212  -0.011
N  -18.621  20.069  16.689  0.167
N  -16.808  18.923  17.386  0.173
H  -19.599  20.070  16.452  0.102
H  -18.060  20.900  16.668  0.047
H  -16.378  19.792  17.640  0.091
H  -16.274  18.047  17.452  0.052
C  -20.066  18.045  13.741  -0.682
O  -20.599  18.072  12.622  -0.009
N  -20.766  17.937  14.901  0.175
N  -18.737  18.175  13.906  0.161
H  -21.751  17.843  15.026  0.107
H  -20.141  17.938  15.698  0.040
H  -18.409  18.170  14.854  0.071
H  -18.212  18.056  13.058  0.104

Q.
The following is a DFT calculation (ωB97M-V/def2-TZVPD) of a cluster of 12 separate species, C36H104N16O12 in total.

structure (SMILES) = COC[C@H](C)N.COC[C@H](C)N.COC[C@H](C)N.COC[C@H](C)N.COC[C@H](C)N.COC[C@H](C)N.COC[C@H](C)N.COC[C@H](C)N.NC(N)=O.NC(N)=O.NC(N)=O.NC(N)=O
E_LUMO = 0.21 eV
HOMO-LUMO gap = 8.95 eV
charge = 0

Each line ends with the Löwdin charge.
Element x y z (Å)
C  -0.792  6.633  3.908  -0.074
O  -2.112  6.086  4.220  -0.170
C  -2.014  4.883  4.929  -0.192
C  -0.843  3.802  4.646  -0.447
C  -1.089  2.847  3.518  -0.073
N  -0.521  3.078  5.825  0.025
H  -0.335  6.066  3.097  0.072
H  -0.244  6.896  4.812  0.099
H  -0.943  7.593  3.414  0.082
H  -1.923  4.962  6.012  0.104
H  -2.949  4.325  4.887  0.105
H  0.112  4.287  4.445  0.114
H  -0.600  1.893  3.718  0.065
H  -0.652  3.239  2.600  0.062
H  -2.146  2.587  3.577  0.062
H  0.345  2.600  5.621  0.075
H  -1.100  2.251  5.856  0.058
C  4.182  -5.457  2.671  -0.105
O  4.510  -4.365  1.845  -0.200
C  3.436  -3.560  1.379  -0.194
C  3.868  -2.477  0.435  -0.412
C  2.855  -1.327  0.285  -0.046
N  4.199  -2.949  -0.918  0.044
H  3.516  -5.246  3.507  0.070
H  5.082  -5.876  3.121  0.089
H  3.707  -6.147  1.973  0.088
H  2.776  -4.303  0.931  0.121
H  2.947  -3.200  2.284  0.104
H  4.782  -2.085  0.881  0.137
H  3.275  -0.475  -0.250  0.076
H  2.633  -1.090  1.325  0.057
H  1.964  -1.680  -0.234  0.074
H  5.173  -3.219  -0.918  0.067
H  4.325  -2.235  -1.622  0.055
C  3.152  -4.567  -7.125  -0.160
O  2.825  -3.796  -6.055  -0.179
C  2.208  -2.525  -6.367  -0.196
C  2.384  -1.536  -5.288  -0.395
C  1.908  -1.921  -3.856  -0.043
N  1.601  -0.345  -5.655  0.035
H  2.324  -4.859  -7.771  0.085
H  3.584  -5.507  -6.783  0.094
H  3.835  -3.987  -7.745  0.088
H  2.377  -2.220  -7.400  0.126
H  1.174  -2.846  -6.496  0.130
H  3.465  -1.458  -5.170  0.139
H  2.270  -2.777  -3.286  0.071
H  0.845  -2.151  -3.919  0.061
H  2.007  -1.130  -3.112  0.065
H  2.054  0.219  -6.360  0.092
H  1.669  0.302  -4.882  0.025
C  -5.287  4.108  2.152  -0.126
O  -4.941  2.918  1.589  -0.188
C  -3.555  2.837  1.167  -0.194
C  -3.476  2.094  -0.127  -0.460
C  -4.235  2.815  -1.205  -0.058
N  -4.204  0.850  0.062  0.083
H  -4.518  4.482  2.828  0.078
H  -6.197  3.898  2.713  0.098
H  -5.402  4.896  1.407  0.091
H  -3.046  3.787  1.006  0.136
H  -2.867  2.251  1.776  0.089
H  -2.412  2.019  -0.351  0.125
H  -4.459  3.855  -0.971  0.074
H  -5.280  2.521  -1.302  0.090
H  -3.674  2.881  -2.137  0.061
H  -4.968  1.364  0.478  0.064
H  -3.698  0.364  0.788  0.023
C  0.944  -1.562  3.389  -0.103
O  0.151  -2.765  3.591  -0.208
C  0.246  -3.113  5.043  -0.166
C  -0.475  -4.454  5.363  -0.432
C  0.066  -5.638  4.480  -0.046
N  -1.858  -4.226  5.092  0.035
H  2.021  -1.726  3.355  0.065
H  0.746  -0.835  4.176  0.083
H  0.702  -1.182  2.396  0.064
H  1.273  -3.362  5.312  0.116
H  -0.197  -2.345  5.676  0.112
H  -0.339  -4.670  6.423  0.134
H  1.151  -5.736  4.506  0.055
H  -0.281  -5.466  3.461  0.071
H  -0.289  -6.602  4.843  0.070
H  -2.366  -5.063  5.341  0.078
H  -1.885  -4.099  4.090  0.070
C  2.137  3.929  1.574  -0.122
O  2.689  4.779  0.636  -0.229
C  2.139  6.108  0.553  -0.170
C  3.078  6.986  -0.241  -0.414
C  4.521  7.126  0.327  -0.053
N  2.531  8.339  -0.366  0.020
H  2.711  3.029  1.353  0.093
H  1.078  3.736  1.404  0.074
H  2.360  4.182  2.611  0.096
H  1.117  6.220  0.192  0.124
H  1.959  6.476  1.563  0.119
H  3.225  6.645  -1.266  0.126
H  5.265  7.451  -0.401  0.070
H  4.943  6.156  0.588  0.070
H  4.573  7.815  1.171  0.078
H  1.845  8.526  -1.083  0.068
H  3.218  9.014  -0.670  0.064
C  -0.370  -3.855  -1.034  -0.112
O  -1.123  -4.925  -1.493  -0.198
C  -0.339  -6.051  -1.813  -0.207
C  -0.589  -7.119  -0.801  -0.510
C  -0.010  -8.383  -1.403  -0.063
N  -1.917  -7.379  -0.434  0.061
H  -1.054  -3.199  -0.497  0.076
H  0.153  -3.318  -1.826  0.081
H  0.344  -3.981  -0.220  0.086
H  -0.821  -6.320  -2.753  0.135
H  0.720  -5.910  -2.029  0.136
H  -0.112  -6.846  0.140  0.145
H  -0.602  -8.732  -2.248  0.081
H  0.030  -9.214  -0.698  0.081
H  0.983  -8.120  -1.768  0.077
H  -2.325  -7.447  -1.355  0.075
H  -2.297  -6.493  -0.133  0.075
C  -0.331  5.103  -4.377  -0.098
O  -0.260  4.984  -2.932  -0.204
C  0.245  3.709  -2.410  -0.122
C  1.784  3.436  -2.645  -0.398
C  2.157  2.544  -3.755  -0.081
N  2.404  2.858  -1.440  0.031
H  -0.922  4.289  -4.796  0.074
H  0.644  5.108  -4.865  0.075
H  -0.819  6.012  -4.729  0.082
H  0.034  3.724  -1.341  0.114
H  -0.319  2.954  -2.958  0.095
H  2.260  4.408  -2.778  0.130
H  2.207  1.460  -3.650  0.056
H  3.195  2.794  -3.972  0.087
H  1.659  2.776  -4.696  0.078
H  3.371  2.569  -1.431  0.092
H  2.244  3.526  -0.699  0.029
N  -4.049  0.233  3.642  0.176
C  -3.166  -0.702  3.328  -0.861
N  -2.283  -0.833  4.226  0.217
O  -3.286  -1.348  2.383  0.099
H  -4.858  0.382  3.056  0.116
H  -3.955  0.720  4.522  0.102
H  -1.574  -1.540  4.093  0.080
H  -2.333  -0.229  5.034  0.116
N  -3.567  -2.241  -1.127  0.179
C  -4.514  -3.117  -1.362  -0.744
N  -4.045  -4.147  -2.077  0.161
O  -5.667  -2.940  -0.986  0.015
H  -3.892  -1.427  -0.625  0.075
H  -2.598  -2.374  -1.379  0.061
H  -3.041  -4.237  -2.135  0.071
H  -4.694  -4.893  -2.285  0.109
N  -1.037  -0.170  -4.818  0.176
C  -1.457  -0.054  -3.564  -0.741
N  -2.315  0.918  -3.527  0.191
O  -1.094  -0.682  -2.614  0.022
H  -1.307  0.351  -5.639  0.114
H  -0.174  -0.668  -4.981  0.042
H  -2.891  0.829  -2.702  0.104
H  -2.704  1.324  -4.366  0.122
N  -1.113  -0.149  0.154  0.193
C  -0.052  0.617  0.346  -0.751
N  0.589  0.759  -0.813  0.182
O  0.279  1.018  1.432  0.027
H  -1.818  -0.276  0.866  0.078
H  -1.271  -0.475  -0.788  0.049
H  0.279  0.375  -1.694  0.073
H  1.494  1.167  -0.629  0.064

R.
The following is a DFT calculation (ωB97M-V/def2-TZVPD) of a cluster of 12 separate species, C36H104N16O12 in total.

structure (SMILES) = COC[C@H](C)N.COC[C@H](C)N.COC[C@H](C)N.COC[C@H](C)N.COC[C@H](C)N.COC[C@H](C)N.COC[C@H](C)N.COC[C@H](C)N.NC(N)=O.NC(N)=O.NC(N)=O.NC(N)=O
E_LUMO = 0.00 eV
HOMO-LUMO gap = 8.86 eV
charge = 0

Each line ends with the Löwdin charge.
Element x y z (Å)
C  -0.075  1.512  5.562  -0.129
O  -0.487  1.109  4.290  -0.195
C  -1.887  0.855  4.228  -0.178
C  -2.286  1.027  2.728  -0.378
C  -3.781  1.335  2.586  -0.064
N  -2.013  -0.251  2.007  0.052
H  -0.207  0.723  6.319  0.088
H  -0.627  2.384  5.929  0.088
H  0.990  1.742  5.613  0.080
H  -1.999  -0.216  4.432  0.124
H  -2.448  1.488  4.917  0.126
H  -1.702  1.903  2.442  0.128
H  -4.406  0.716  3.235  0.085
H  -4.079  1.165  1.552  0.066
H  -3.952  2.362  2.911  0.080
H  -1.354  -0.783  2.565  0.044
H  -2.872  -0.781  2.138  0.075
C  -2.968  -0.405  -1.928  -0.104
O  -4.200  -0.081  -2.523  -0.185
C  -4.568  -1.002  -3.521  -0.216
C  -5.893  -0.596  -4.179  -0.443
C  -5.745  0.830  -4.713  -0.079
N  -7.045  -0.641  -3.299  0.045
H  -2.136  -0.651  -2.596  0.074
H  -3.112  -1.180  -1.172  0.083
H  -2.499  0.443  -1.424  0.054
H  -3.768  -1.081  -4.264  0.124
H  -4.801  -1.948  -3.006  0.122
H  -6.021  -1.175  -5.098  0.137
H  -5.746  1.488  -3.839  0.071
H  -6.601  1.160  -5.304  0.073
H  -4.845  1.006  -5.303  0.077
H  -6.736  -0.206  -2.434  0.075
H  -7.301  -1.605  -3.118  0.071
C  4.153  -2.484  1.146  -0.111
O  4.060  -2.744  2.532  -0.202
C  5.167  -2.226  3.244  -0.210
C  4.895  -2.364  4.732  -0.399
C  4.132  -1.192  5.410  -0.057
N  6.120  -2.466  5.568  0.025
H  5.144  -2.733  0.742  0.086
H  4.005  -1.455  0.803  0.095
H  3.426  -3.204  0.765  0.074
H  6.104  -2.740  2.998  0.122
H  5.270  -1.167  2.971  0.133
H  4.314  -3.290  4.793  0.131
H  3.709  -1.398  6.390  0.079
H  3.311  -0.988  4.715  0.058
H  4.826  -0.356  5.476  0.075
H  6.962  -2.685  5.047  0.059
H  6.300  -1.614  6.072  0.048
C  -3.148  3.388  -0.286  -0.072
O  -1.750  3.610  -0.422  -0.242
C  -1.330  4.907  -0.802  -0.182
C  -1.571  5.154  -2.288  -0.415
C  -1.231  4.002  -3.252  -0.046
N  -0.663  6.247  -2.645  0.025
H  -3.694  3.855  -1.106  0.091
H  -3.475  3.825  0.665  0.088
H  -3.301  2.316  -0.192  0.067
H  -1.815  5.680  -0.195  0.132
H  -0.255  4.881  -0.629  0.114
H  -2.616  5.374  -2.542  0.127
H  -1.912  3.148  -3.201  0.074
H  -0.204  3.659  -3.129  0.072
H  -1.434  4.313  -4.282  0.081
H  -0.558  6.305  -3.644  0.066
H  -0.805  7.114  -2.151  0.082
C  -1.171  -7.678  -2.689  -0.109
O  -1.740  -6.404  -2.652  -0.173
C  -1.250  -5.436  -3.525  -0.236
C  -1.653  -3.992  -3.220  -0.406
C  -1.045  -3.065  -4.263  -0.050
N  -1.265  -3.569  -1.859  0.051
H  -1.357  -8.183  -3.650  0.091
H  -1.642  -8.379  -2.003  0.092
H  -0.082  -7.597  -2.600  0.075
H  -0.149  -5.413  -3.639  0.116
H  -1.419  -5.664  -4.589  0.133
H  -2.745  -3.974  -3.311  0.125
H  -1.570  -3.183  -5.215  0.088
H  0.013  -3.241  -4.471  0.081
H  -1.179  -2.005  -4.051  0.056
H  -0.302  -3.234  -1.949  0.046
H  -1.119  -4.411  -1.299  0.059
C  0.393  6.299  4.224  -0.111
O  0.640  4.916  4.159  -0.192
C  1.949  4.572  3.738  -0.201
C  2.068  4.506  2.217  -0.412
C  1.442  3.373  1.431  -0.047
N  3.529  4.666  1.880  0.036
H  -0.693  6.391  4.326  0.086
H  0.656  6.745  3.261  0.083
H  0.790  6.783  5.121  0.088
H  2.751  5.143  4.209  0.125
H  2.113  3.545  4.088  0.115
H  1.778  5.496  1.839  0.120
H  1.849  3.318  0.421  0.057
H  0.360  3.509  1.431  0.066
H  1.694  2.402  1.869  0.086
H  4.035  3.923  2.366  0.067
H  3.630  4.405  0.903  0.031
C  -2.662  -4.590  4.338  -0.119
O  -1.618  -3.693  3.983  -0.216
C  -0.375  -4.416  3.937  -0.186
C  0.684  -3.713  3.091  -0.380
C  1.011  -2.354  3.681  -0.049
N  0.185  -3.500  1.707  0.057
H  -2.869  -5.307  3.539  0.088
H  -3.600  -4.028  4.362  0.093
H  -2.546  -5.026  5.332  0.092
H  -0.028  -4.559  4.967  0.127
H  -0.598  -5.438  3.609  0.119
H  1.569  -4.339  2.948  0.134
H  1.791  -1.863  3.097  0.065
H  1.370  -2.422  4.708  0.085
H  0.169  -1.680  3.638  0.053
H  0.046  -4.365  1.196  0.076
H  0.904  -3.033  1.169  0.024
C  3.529  3.126  -2.015  -0.120
O  4.223  4.232  -1.455  -0.175
C  3.534  5.453  -1.539  -0.225
C  3.260  5.983  -2.968  -0.398
C  2.991  7.509  -2.933  -0.058
N  2.118  5.272  -3.542  0.025
H  3.853  2.258  -1.430  0.082
H  3.711  2.930  -3.069  0.088
H  2.454  3.081  -1.812  0.061
H  2.564  5.452  -1.014  0.116
H  4.069  6.194  -0.942  0.120
H  4.141  5.764  -3.577  0.135
H  3.261  8.062  -3.833  0.071
H  3.572  7.979  -2.135  0.068
H  1.935  7.694  -2.734  0.059
H  1.473  5.250  -2.749  0.024
H  1.500  5.773  -4.170  0.056
N  0.836  -1.017  0.090  0.177
C  0.691  0.157  -0.598  -0.621
N  -0.292  0.939  -0.063  0.179
O  1.368  0.521  -1.565  -0.016
H  1.532  -1.629  -0.309  0.052
H  0.108  -1.356  0.692  0.057
H  -0.875  0.471  0.632  0.039
H  -0.740  1.735  -0.486  0.073
N  1.994  -5.594  -1.546  0.177
C  2.444  -4.326  -1.747  -0.648
N  3.727  -4.189  -2.150  0.182
O  1.700  -3.365  -1.521  -0.024
H  2.598  -6.396  -1.580  0.102
H  1.004  -5.760  -1.539  0.078
H  4.357  -4.969  -2.140  0.106
H  4.056  -3.245  -2.243  0.103
N  2.390  -1.277  -3.849  0.163
C  1.789  -0.828  -4.973  -0.695
N  0.903  0.186  -4.708  0.158
O  1.875  -1.371  -6.074  -0.006
H  3.081  -1.995  -3.971  0.086
H  2.255  -0.818  -2.966  0.055
H  0.810  0.628  -3.808  0.067
H  0.435  0.545  -5.523  0.099
N  -2.894  -3.540  1.192  0.179
C  -3.901  -4.255  0.678  -0.684
N  -3.824  -4.415  -0.678  0.164
O  -4.867  -4.672  1.333  -0.013
H  -2.168  -3.237  0.563  0.059
H  -2.744  -3.516  2.187  0.059
H  -4.513  -4.994  -1.116  0.104
H  -3.029  -3.989  -1.133  0.021

Which one is the most stable? From the structures above, R.